Record 1
Here is a structure of composition C27H29N9O4OsS in a non-equilibrium geometry from the Open Molecules 2025 dataset. Energies are from ωB97M-V/def2-TZVPD.

For the largest force on an atom, the calculation gives 0.0479 Eh/bohr. The HOMO-LUMO gap (spin up / spin down) comes out at 5.2 / 5.2 eV. Its expectation value of S² is 6.05. The energy above the lowest of the compared OMol25 structures with the same formula, charge and spin is 1.053 eV.

The geometry in ORCA input format:
```
! RIJCOSX wB97M-V def2-TZVPD def2/J DEFGRID3
* xyz 2 5
Os -0.04750 0.08150 0.76980
O -5.44230 3.76510 2.77990
C -5.01170 3.90540 1.67060
O -5.20050 4.45080 0.62090
C -3.61150 2.98400 1.53730
C -3.31960 2.04190 2.50220
C -2.22670 1.20460 2.28060
N -1.46840 1.35380 1.16560
C -1.70050 2.35840 0.28360
C -2.80260 3.19090 0.43680
C -0.71030 2.43220 -0.78900
C -0.51340 3.54650 -1.60370
C 0.52020 3.53530 -2.52460
C 1.32730 2.40480 -2.62040
C 1.08410 1.33520 -1.78110
N 0.09550 1.34030 -0.88590
C -1.74810 0.12140 3.13280
C -2.15210 -0.09430 4.45080
C -1.53080 -1.07980 5.19550
C -0.51490 -1.83310 4.61310
C -0.17820 -1.58910 3.29440
N -0.77220 -0.64290 2.56390
H -3.94620 1.94970 3.37370
H -3.05980 3.94220 -0.29210
H -1.14590 4.41200 -1.48400
H 0.69960 4.39450 -3.15100
H 2.14010 2.35210 -3.32600
H 1.69370 0.44000 -1.82600
H -2.92350 0.51750 4.88940
H -1.81800 -1.23410 6.22230
H 0.00830 -2.59420 5.16940
H 0.59830 -2.16120 2.79700
N -1.76050 -1.69330 -0.22470
C -0.87390 -2.68590 -0.85700
C -1.57290 -3.39820 -2.01770
C -0.78580 -4.55660 -2.64940
C -0.10190 -4.19990 -3.97350
N -1.06500 -3.76090 -4.97090
C -1.29950 -2.51260 -5.35350
N -0.65500 -1.48910 -4.80860
N -2.22630 -2.29000 -6.29460
C 0.40930 -1.89160 -1.24100
O 0.72120 -1.71500 -2.41510
O 1.04830 -1.44160 -0.23740
H -2.37630 -2.14270 0.44370
H -2.34950 -1.26350 -0.93300
H -0.57470 -3.40420 -0.08700
H -1.82040 -2.64810 -2.77230
H -2.51470 -3.78470 -1.62150
H -1.46910 -5.38670 -2.83960
H -0.02580 -4.90600 -1.95000
H 0.39560 -5.08990 -4.36620
H 0.65440 -3.43080 -3.82250
H -1.64480 -4.48790 -5.36900
H -0.05780 -1.60210 -3.98100
H -0.77500 -0.56660 -5.18690
H -2.68770 -3.05000 -6.76220
H -2.38780 -1.37170 -6.66900
C 5.47250 0.17000 -1.68970
C 4.78620 -0.31400 -0.46150
C 5.14360 -1.52030 0.15520
C 4.38040 -1.89940 1.24680
N 3.39740 -1.15390 1.71200
C 3.15470 -0.00030 1.10830
S 1.94150 1.03030 1.80540
N 3.80440 0.41860 0.03350
H 6.47380 0.51830 -1.43840
H 4.92900 0.99510 -2.14080
H 5.58260 -0.64090 -2.40690
H 5.96300 -2.12000 -0.20150
H 4.54490 -2.83280 1.77130
*
```


Record 2
Here is an isolated molecule of C27H29NO7 in a non-equilibrium geometry from the Open Molecules 2025 dataset. Energies are from ωB97M-V/def2-TZVPD.

For the largest force on an atom, the calculation gives 0.0196 Eh/bohr. The HOMO-LUMO gap comes out at 8.4 eV. The energy above the lowest of the compared OMol25 structures with the same formula, charge and spin is 0.000 eV.

The geometry in ORCA input format:
```
! RIJCOSX wB97M-V def2-TZVPD def2/J DEFGRID3
* xyz 0 1
C 3.50823 0.58625 -6.67224
H 3.17091 -0.35370 -7.12077
O 3.95705 0.39729 -5.35196
C 3.08202 -0.06773 -4.42377
C 3.59312 -0.23398 -3.13325
C 2.79425 -0.70616 -2.11774
C 1.45169 -1.00751 -2.35673
C 0.94584 -0.84029 -3.64061
C 1.74891 -0.38250 -4.66976
H 1.32504 -0.27931 -5.65621
H -0.08158 -1.10195 -3.84922
C 0.61890 -1.52139 -1.26444
C 1.07003 -2.53579 -0.48427
C 0.30838 -3.06164 0.62018
O 0.70345 -3.89106 1.40932
O -0.95806 -2.56933 0.79245
C -1.40591 -1.49732 0.09378
C -2.61296 -0.93982 0.52595
C -3.04644 0.25020 -0.06187
C -2.29975 0.83724 -1.08744
C -1.13722 0.25188 -1.52920
C -0.65780 -0.92570 -0.94946
H -0.56077 0.73009 -2.30460
H -2.61433 1.76845 -1.52900
O -4.19677 0.79452 0.44293
C -4.40413 2.18427 0.28218
H -4.47896 2.48102 -0.76834
H -5.36263 2.38814 0.76816
C -3.29864 3.00593 0.97354
O -2.80692 3.99241 0.47317
N -2.98184 2.50672 2.18155
H -3.42499 1.64054 2.45472
C -1.83511 2.90792 2.96702
H -2.15629 3.06339 4.00165
H -1.47514 3.85307 2.55759
C -0.75209 1.82325 2.89744
C 0.02528 1.89932 1.58693
C 0.89964 0.66282 1.45511
H 1.46680 0.68958 0.52329
H 0.25142 -0.21403 1.43400
C 1.87067 0.50530 2.63788
C 2.48715 -0.86177 2.39367
O 3.34623 -1.06662 1.57446
O 1.90126 -1.82924 3.09149
H 2.16741 -2.71648 2.78974
C 1.14214 0.61650 3.97796
C 0.25245 1.85896 4.04742
H -0.26677 1.87282 5.00790
H 0.85920 2.76371 3.97955
H 0.52112 -0.26962 4.11589
H 1.87467 0.63708 4.78659
H 2.65394 1.26404 2.56039
H 0.64057 2.80058 1.57905
H -0.65631 1.95093 0.73665
H -1.26622 0.85391 2.93771
C -3.36822 -1.59875 1.63881
H -4.22229 -0.99571 1.93038
H -3.72196 -2.57691 1.31755
H -2.71326 -1.75845 2.49414
H 2.03539 -2.98626 -0.64945
H 3.19785 -0.82376 -1.12270
H 4.62763 0.01352 -2.95738
H 2.70076 1.32390 -6.72091
H 4.36888 0.95912 -7.22505
*
```


Record 3
Here is the ion C27H30BN2O4S2 with charge -1 in a non-equilibrium geometry from the Open Molecules 2025 dataset. Energies are from ωB97M-V/def2-TZVPD.

For the largest force on an atom, the calculation gives 0.0282 Eh/bohr. The HOMO-LUMO gap comes out at 6.9 eV. The energy above the lowest of the compared OMol25 structures with the same formula, charge and spin is 0.263 eV.

The geometry in ORCA input format:
```
! RIJCOSX wB97M-V def2-TZVPD def2/J DEFGRID3
* xyz -1 1
C -1.19384 -3.72611 4.40144
B -0.19826 -4.20996 3.25940
O 0.25218 -5.51039 3.25908
C 0.30012 -3.23350 2.16027
C 0.47985 -1.87509 2.44224
C 0.93202 -1.01651 1.45288
C 1.22173 -1.45082 0.15330
C 1.05902 -2.81363 -0.13749
C 1.31655 -3.46558 -1.52976
O 2.21220 -2.97501 -2.23163
O 0.58816 -4.43878 -1.75774
C 0.59224 -3.66457 0.86196
N 1.65667 -0.55547 -0.87451
C 0.53559 0.11987 -1.58097
C -0.70418 -0.74622 -1.76852
C -1.77535 -0.53321 -0.67332
N -2.93031 0.23292 -1.14444
C -4.22969 -0.24745 -0.68468
C -4.89086 0.71638 0.28962
C -5.23567 2.00008 -0.13332
C -5.81253 2.90782 0.74517
C -6.06876 2.52198 2.05568
C -5.73067 1.24661 2.49405
C -5.15058 0.34266 1.61082
O -4.83929 -0.91951 2.09081
C 2.57944 0.43140 -0.43089
C 3.61348 0.78052 -1.29615
C 4.52531 1.78065 -0.95757
C 5.61005 2.16327 -1.95580
C 5.01649 2.52948 -3.31865
C 3.98622 3.63387 -3.23478
S 3.19200 3.97787 -4.84241
C 4.43067 2.41105 0.27664
C 3.40902 2.06824 1.16353
C 2.49219 1.09825 0.78752
S 1.14070 0.70332 1.86376
H -0.67072 -3.59303 5.34777
H -1.66080 -2.78606 4.12006
H -1.98494 -4.45419 4.59293
H -0.40350 -6.11921 3.60635
H 0.27592 -1.48172 3.42988
H 0.44191 -4.70725 0.63370
H 0.90625 0.38415 -2.57282
H 0.26455 1.06962 -1.10612
H -0.46444 -1.79569 -1.89762
H -1.16818 -0.42250 -2.69789
H -2.07506 -1.51510 -0.31178
H -1.28343 -0.02430 0.16043
H -2.82692 1.20570 -0.90310
H -4.93399 -0.39919 -1.50697
H -4.13286 -1.20241 -0.18371
H -5.06240 2.30178 -1.15674
H -6.08656 3.90151 0.42871
H -6.51715 3.20164 2.76514
H -5.90871 0.92729 3.50885
H -3.88236 -1.01305 2.02776
H 3.69917 0.26117 -2.23714
H 6.31214 1.34165 -2.05949
H 6.12386 3.02709 -1.53703
H 5.83557 2.89914 -3.94087
H 4.64467 1.65404 -3.83954
H 3.18986 3.41845 -2.53092
H 4.45622 4.56814 -2.94261
H 2.03478 3.32373 -4.68461
H 5.14154 3.17664 0.55464
H 3.35370 2.56760 2.11724
*
```


Record 4
Here is a structure of composition C27H30BaCl2N7O2S in a non-equilibrium geometry from the Open Molecules 2025 dataset. Energies are from ωB97M-V/def2-TZVPD.

For the largest force on an atom, the calculation gives 0.0205 Eh/bohr. The HOMO-LUMO gap comes out at 7.5 eV. The energy above the lowest of the compared OMol25 structures with the same formula, charge and spin is 0.346 eV.

The geometry in ORCA input format:
```
! RIJCOSX wB97M-V def2-TZVPD def2/J DEFGRID3
* xyz 1 1
Ba -0.26515 -0.21456 -0.06103
C 0.06717 3.39231 0.88137
C 1.33317 2.68765 1.34498
N 1.80922 1.65765 0.41019
C 2.40270 2.15083 -0.82759
C 1.38043 2.52496 -1.88039
C 1.63983 3.57948 -2.74529
C 0.69148 3.91708 -3.69492
C -0.50060 3.21470 -3.72277
C -0.68637 2.17379 -2.82357
C -1.98740 1.39826 -2.83118
N -2.42109 0.97708 -1.50129
C -3.07777 2.01162 -0.68924
C -2.12064 3.05636 -0.13312
N -1.05633 2.47078 0.68472
N 0.25004 1.81126 -1.93904
H 0.24827 3.89266 -0.07208
H -0.15703 4.18547 1.60549
H 1.15055 2.18136 2.29476
H 2.09619 3.45866 1.51913
H 2.49701 1.09770 0.90152
H 3.03082 1.35182 -1.23527
H 3.05716 3.01794 -0.66694
H 2.56187 4.13890 -2.66068
H 0.86586 4.73596 -4.38010
H -1.28595 3.47779 -4.41850
H -1.84608 0.49353 -3.43226
H -2.74065 2.00471 -3.35009
H -3.07818 0.21300 -1.60982
H -3.57310 1.49244 0.13376
H -3.85237 2.54346 -1.25843
H -2.71390 3.80128 0.41220
H -1.64452 3.59414 -0.95509
H -1.42984 2.20706 1.59308
Cl -2.52062 -1.12269 7.49999
C -1.80489 -0.86728 5.93922
C -0.45546 -0.47647 5.86347
C 0.12631 -0.27487 4.64658
Cl 1.78682 0.22256 4.54976
C -0.57499 -0.45105 3.40855
O 0.01337 -0.26882 2.29384
C -1.94417 -0.82744 3.52989
C -2.79409 -1.00880 2.38628
O -2.51647 -0.86632 1.19315
C -2.53053 -1.03383 4.79922
H 0.11616 -0.33588 6.77062
H -3.82933 -1.29818 2.64084
H -3.57160 -1.32797 4.85417
C 1.01657 -6.34338 0.14131
N 1.55664 -5.53903 -0.93829
C 2.26013 -6.01226 -2.02823
C 2.61831 -4.94981 -2.76920
N 2.12039 -3.82198 -2.12319
C 1.47172 -4.18753 -0.98154
S 0.76554 -3.24506 0.21232
C 2.33054 -2.50146 -2.60913
C 3.63036 -2.08289 -2.84494
C 3.81985 -0.85888 -3.46665
C 2.70775 -0.11158 -3.81883
C 1.45270 -0.61272 -3.50323
N 1.25354 -1.78221 -2.89857
H 1.23152 -7.38762 -0.06739
H -0.05873 -6.19278 0.21565
H 1.46964 -6.05008 1.08674
H 2.43248 -7.06081 -2.18878
H 3.14523 -4.88209 -3.70272
H 4.46197 -2.71150 -2.55855
H 4.81806 -0.50201 -3.68186
H 2.80460 0.83626 -4.33009
H 0.55902 -0.06160 -3.76910
*
```


- Among the records above, which one has the highest energy above the lowest of the compared OMol25 structures with the same formula, charge and spin?
  C27H29N9O4OsS